(1)
Entry from the OMol25 dataset: an isolated ion of composition C3IO2 and charge -1 (ωB97M-V/def2-TZVPD).

Geometry (Å):
O: 0.35 -2.09 0.41
C: 0.08 -0.95 0.12
C: -0.86 0.26 0.23
O: -1.90 0.77 0.70
C: 0.37 0.30 -0.32
I: 1.96 1.71 -1.13

LUMO = 3.040 eV
Net charge = -1
SMILES = O=c1c([O-])c1I
M = 194.9 g/mol
E = -562.4977 Ha



(2)
Entry from the OMol25 dataset: C19H43KN5OSi2 as an isolated structure (ωB97M-V/def2-TZVPD).

Geometry (Å):
K: -0.57 0.82 0.24
C: 3.03 -0.14 1.17
N: 4.48 -0.07 1.46
C: 4.95 1.26 1.07
N: 4.71 1.54 -0.34
C: 3.26 1.44 -0.58
N: 2.75 0.10 -0.24
C: 3.47 -0.88 -1.04
N: 4.92 -0.84 -0.81
C: 5.15 -1.06 0.62
C: 5.38 0.52 -1.13
H: 2.51 0.62 1.77
H: 2.67 -1.13 1.45
H: 6.02 1.33 1.28
H: 4.43 2.01 1.67
H: 3.07 1.62 -1.64
H: 2.70 2.19 -0.01
H: 3.27 -0.69 -2.10
H: 3.11 -1.88 -0.79
H: 6.22 -1.01 0.81
H: 4.79 -2.05 0.89
H: 5.20 0.71 -2.19
H: 6.46 0.57 -0.95
C: -0.95 4.23 1.22
C: 0.11 3.94 0.13
C: -0.61 3.91 -1.24
O: 0.82 2.81 0.38
H: -1.38 5.23 1.06
H: -0.48 4.20 2.20
H: -1.76 3.50 1.20
H: 0.76 4.85 0.11
H: -1.42 3.17 -1.28
H: 0.10 3.68 -2.04
H: -1.05 4.90 -1.43
C: -2.41 -1.14 -2.88
Si: -3.73 -0.86 -1.54
C: -4.56 0.79 -1.98
C: -5.06 -2.18 -1.93
C: -2.99 -0.90 0.10
Si: -3.76 -0.74 1.72
C: -5.09 -2.04 2.16
C: -2.47 -0.90 3.11
C: -4.61 0.93 2.01
H: -2.85 -1.22 -3.88
H: -1.83 -2.04 -2.69
H: -1.70 -0.30 -2.90
H: -5.19 0.69 -2.87
H: -3.80 1.55 -2.19
H: -5.18 1.16 -1.17
H: -5.33 -2.18 -3.00
H: -5.97 -2.00 -1.35
H: -4.70 -3.18 -1.67
H: -2.24 -1.70 0.13
H: -4.71 -3.05 1.97
H: -5.98 -1.91 1.54
H: -5.39 -1.98 3.21
H: -1.85 -1.79 2.97
H: -2.94 -0.96 4.09
H: -1.79 -0.03 3.12
H: -5.19 1.25 1.14
H: -3.88 1.71 2.21
H: -5.30 0.88 2.86
C: 2.30 -4.98 -0.65
C: 0.84 -4.64 -0.38
C: 0.68 -3.29 0.14
N: 0.56 -2.22 0.56
H: 2.38 -6.00 -1.03
H: 2.89 -4.91 0.27
H: 2.74 -4.31 -1.38
H: 0.39 -5.33 0.33
H: 0.25 -4.71 -1.30

LUMO = 2.138 eV
Net charge = -1
M = 452.9 g/mol
E = -2277.7662 Ha



(3)
Entry from the OMol25 dataset: C41H57N3O4PRuSTe as an isolated structure (ωB97M-V/def2-TZVPD).

Geometry (Å):
Ru: 0.61 -0.08 -0.95
C: -1.50 3.51 -1.47
C: -1.61 2.73 -2.74
C: -2.42 3.19 -3.78
C: -2.52 2.48 -4.96
C: -1.82 1.29 -5.14
C: -0.99 0.79 -4.14
C: -0.23 -0.48 -4.36
C: -0.90 1.53 -2.95
N: -0.10 1.05 -1.92
H: -2.39 4.12 -1.32
H: -0.64 4.18 -1.50
H: -1.37 2.85 -0.61
H: -2.97 4.10 -3.64
H: -3.15 2.84 -5.76
H: -1.91 0.74 -6.07
H: -0.63 -1.02 -5.22
H: -0.24 -1.14 -3.50
H: 0.82 -0.25 -4.58
C: 2.12 -4.08 -0.11
S: 0.94 -2.84 -0.55
O: 1.08 -1.74 0.46
O: -0.37 -3.43 -0.55
O: 1.33 -2.21 -1.82
H: 1.99 -4.29 0.95
H: 3.12 -3.70 -0.31
H: 1.91 -4.96 -0.71
C: 4.39 3.24 -1.05
C: 2.98 2.64 -1.14
C: 2.04 3.43 -0.22
C: 2.55 2.79 -2.61
P: 2.91 0.82 -0.68
C: 4.07 0.04 -1.83
C: 3.54 -0.55 -2.98
C: 4.37 -1.11 -3.94
C: 5.74 -1.09 -3.76
C: 6.28 -0.52 -2.62
C: 5.45 0.05 -1.67
C: 3.52 0.57 1.08
C: 4.61 1.54 1.56
C: 2.32 0.73 2.02
C: 4.06 -0.87 1.21
H: 4.38 4.20 -1.58
H: 5.13 2.62 -1.53
H: 4.70 3.44 -0.03
H: 1.94 4.45 -0.59
H: 2.44 3.49 0.79
H: 1.05 2.98 -0.17
H: 2.48 3.85 -2.83
H: 1.59 2.34 -2.83
H: 3.29 2.35 -3.28
H: 2.47 -0.60 -3.11
H: 3.94 -1.56 -4.82
H: 6.40 -1.53 -4.51
H: 7.36 -0.50 -2.47
H: 5.90 0.49 -0.79
H: 4.21 2.54 1.73
H: 5.47 1.61 0.90
H: 4.97 1.17 2.53
H: 1.82 1.69 1.90
H: 2.68 0.67 3.05
H: 1.58 -0.06 1.88
H: 5.04 -0.98 0.74
H: 3.38 -1.60 0.79
H: 4.17 -1.09 2.27
C: -0.96 -3.94 5.78
C: -2.17 -3.05 6.04
N: -2.27 -1.94 5.09
C: -3.30 -2.02 4.06
C: -3.01 -3.08 3.00
C: -1.47 -0.87 5.30
O: -0.69 -0.80 6.24
C: -1.50 0.24 4.29
C: -1.86 1.53 4.66
C: -1.81 2.53 3.70
C: -1.39 2.21 2.42
N: -1.03 0.98 2.06
C: -1.08 0.03 2.98
H: -0.92 -4.74 6.52
H: -0.05 -3.36 5.85
H: -1.02 -4.40 4.79
H: -2.10 -2.62 7.05
H: -3.10 -3.61 5.98
H: -3.41 -1.04 3.60
H: -4.25 -2.25 4.55
H: -2.05 -2.90 2.52
H: -3.79 -3.06 2.23
H: -2.99 -4.08 3.43
H: -2.16 1.74 5.67
H: -2.08 3.55 3.94
H: -1.34 2.97 1.65
H: -0.76 -0.97 2.67
C: -3.33 0.63 -0.55
Te: -1.88 -0.92 -0.33
C: -2.97 -1.67 -2.01
C: -4.39 -1.34 -1.60
C: -5.47 -2.15 -1.90
C: -6.74 -1.79 -1.46
C: -6.92 -0.63 -0.72
C: -5.84 0.18 -0.42
C: -4.57 -0.17 -0.86
H: -3.05 1.26 -1.39
H: -3.41 1.24 0.36
H: -2.78 -2.73 -2.15
H: -2.66 -1.11 -2.89
H: -5.33 -3.06 -2.46
H: -7.59 -2.42 -1.68
H: -7.91 -0.35 -0.37
H: -5.97 1.08 0.17

LUMO = -3.871 eV
Net charge = +1
M = 947.6 g/mol
E = -3164.0114 Ha



(4)
Entry from the OMol25 dataset: C14H18BeK3N4O16S4Zn as an isolated structure (ωB97M-V/def2-TZVPD).

Geometry (Å):
Zn: 0.32 2.32 -1.06
K: 1.54 -1.70 -4.61
K: 1.56 2.75 -4.91
K: -3.01 2.51 -4.13
Be: -2.30 -1.45 -3.78
S: 0.05 4.69 -2.25
O: -0.20 5.88 -1.47
O: 0.35 5.03 -3.66
O: 1.14 3.92 -1.64
O: -0.88 3.64 -2.05
S: -0.79 4.12 1.30
O: -0.05 3.02 0.67
O: -0.12 5.40 1.17
O: -1.97 4.51 0.51
O: -1.23 3.80 2.66
S: -1.27 -3.89 -5.36
O: -0.39 -3.33 -6.39
O: -0.84 -3.51 -4.02
O: -2.51 -3.08 -5.51
O: -1.45 -5.30 -5.64
S: -0.53 0.22 -2.07
O: -0.26 -1.10 -2.54
O: -0.28 0.50 -0.70
O: 0.23 1.31 -2.71
O: -1.90 0.47 -2.47
C: 4.36 -0.18 -0.40
C: 3.23 0.73 -0.58
N: 2.38 1.45 -0.72
H: 4.59 -0.30 0.66
H: 5.22 0.29 -0.89
H: 4.30 -1.16 -0.87
N: 1.44 -0.14 5.03
C: 1.41 1.23 5.09
C: 1.20 1.76 3.84
C: 1.02 0.64 2.97
C: 1.39 -0.51 3.69
H: 1.81 -0.71 5.78
H: 1.36 1.82 6.00
H: 0.93 2.76 3.53
H: 0.66 0.62 1.95
H: 1.69 -1.48 3.32
N: -2.13 0.06 1.23
C: -3.43 0.47 1.09
C: -4.22 -0.24 1.97
C: -3.35 -0.99 2.79
C: -2.04 -0.81 2.29
H: -1.38 0.21 0.56
H: -3.71 1.26 0.41
H: -5.24 -0.10 2.29
H: -3.63 -1.65 3.60
H: -1.06 -1.20 2.54
N: 0.53 -2.79 -0.55
C: 0.41 -4.11 -0.45
C: 0.81 -4.59 0.82
C: 1.11 -3.43 1.47
C: 1.10 -2.35 0.59
H: 0.38 -2.27 -1.41
H: 0.27 -4.67 -1.36
H: 0.88 -5.62 1.13
H: 1.18 -3.44 2.55
H: 1.32 -1.30 0.72

LUMO (alpha / beta) = -4.587 / -4.587 eV
Spin multiplicity = 2
Expectation value of S² = 0.76
M = 818.3 g/mol
E = -7153.6052 Ha



(5)
Entry from the OMol25 dataset: a 2-piece molecular cluster, C6H9FN2S2 overall (ωB97M-V/def2-TZVPD).

Geometry (Å):
C: -0.34 -1.43 -0.76
C: 1.01 -1.44 -0.45
C: -0.78 -0.16 -1.01
C: 1.62 -0.18 -0.56
C: -2.56 0.24 0.51
C: -2.21 0.14 -0.96
N: 4.70 1.70 0.23
N: 5.01 -0.62 0.86
F: 1.61 -2.63 -0.20
S: 0.46 0.99 -0.99
S: 4.55 0.32 -0.43
H: -1.09 -2.19 -0.34
H: -1.96 1.12 0.75
H: -2.25 -0.81 1.07
H: -3.59 0.55 0.79
H: -2.46 1.10 -1.54
H: -2.87 -0.57 -1.42
H: 4.54 2.46 -0.45
H: 5.04 -0.21 1.75
H: 5.20 -1.58 0.77

LUMO (alpha / beta) = -0.436 / -1.228 eV
M = 192.3 g/mol
E = -1239.5769 Ha



(6)
Entry from the OMol25 dataset: a 2-piece molecular cluster, C9H22NO2P2S overall (ωB97M-V/def2-TZVPD).

Geometry (Å):
C: 8.08 -0.23 0.95
C: 6.91 0.16 0.24
C: 5.41 0.68 -0.29
P: 4.18 0.62 1.22
P: 3.11 -1.28 1.14
S: 3.07 -2.02 2.94
H: 8.80 -0.61 1.82
H: 5.05 -0.02 -1.17
H: 5.43 1.81 -0.65
H: 5.03 0.57 2.40
H: 3.29 1.77 1.22
H: 1.74 -1.12 0.72
H: 3.79 -2.22 0.23
C: -4.03 0.92 -2.76
O: -4.26 1.23 -1.39
C: -4.85 0.16 -0.65
C: -3.84 -0.45 0.34
N: -2.78 -1.19 -0.37
C: -1.64 -1.54 0.48
C: -0.84 -0.39 1.12
O: -0.10 0.40 0.18
C: -0.87 1.41 -0.46
H: -3.77 1.84 -3.28
H: -3.20 0.22 -2.87
H: -4.94 0.51 -3.23
H: -5.28 -0.61 -1.31
H: -5.67 0.60 -0.08
H: -4.36 -1.13 1.02
H: -3.42 0.37 0.92
H: -2.44 -0.62 -1.14
H: -0.96 -2.12 -0.15
H: -1.98 -2.22 1.28
H: -0.08 -0.84 1.77
H: -1.44 0.25 1.77
H: -1.64 1.83 0.18
H: -1.30 1.02 -1.39
H: -0.19 2.22 -0.75

LUMO = -4.605 eV
Net charge = +1
M = 270.3 g/mol
E = -1641.6869 Ha